Formula: C9H10N2O2S3
Source: the OMol25 dataset
Level of theory: ωB97M-V/def2-TZVPD

XYZ file:
```
26
Properties=species:S:1:pos:R:3:forces:R:3
C -4.24071 1.89017 -1.03538 -0.7 -0.3 -1.3
O -4.42499 -2.39382 -0.94624 -0.1 -0.2 0.5
H 5.05282 -1.41526 0.56147 0.0 -0.6 1.2
N -2.78923 1.67176 0.89430 0.0 0.0 -0.6
H -3.15479 3.43770 0.03486 -0.4 0.3 -0.3
S -2.96492 -2.46235 1.28935 0.0 0.6 -0.3
C -3.84717 -1.73686 -0.12135 0.4 -0.1 -0.6
H 2.04503 -1.35807 1.20179 -0.6 -0.2 -2.4
C 1.88291 -1.12590 0.05940 0.2 -2.5 0.6
H 0.97741 -1.52857 -0.51424 0.9 0.4 1.6
S -1.99973 -0.68658 1.86738 -0.6 0.0 0.0
H 4.57324 1.00786 -1.30475 0.4 0.3 0.1
C -4.43748 0.51104 -1.12860 0.6 -0.9 1.1
H 3.81189 1.02951 2.51334 4.2 -2.5 -2.8
H 1.89724 -0.10073 -0.02630 -0.3 2.4 -0.2
H -4.72277 2.57068 -1.76368 0.4 -0.4 0.7
C -2.94249 0.36880 0.78856 0.2 -1.0 -0.2
C 4.78269 -1.00955 -0.36925 -0.1 1.4 -1.7
C -3.39681 2.39011 -0.05992 0.5 0.2 1.0
H -5.12594 -0.04258 -1.81024 0.7 0.8 0.4
H 5.57205 -1.27945 -1.07985 -0.3 -0.3 -0.1
O 4.66580 0.49361 1.87461 -4.4 2.7 2.6
C -3.70708 -0.27743 -0.18511 -1.0 1.0 -0.3
S 3.18848 -1.73451 -1.06891 1.2 0.5 0.9
C 4.76898 0.54537 -0.33979 -1.4 -2.8 -1.3
N 4.53558 1.23508 0.66853 0.2 1.1 1.4
```
Positions in Å, forces in eV/Å.

Properties
total charge	0
LUMO level	-0.567	eV
frontier orbital gap	8.25	eV

Atomic partial charges in e from the natural (NBO) method, atoms 1 to 8: number 1, C, carries -0.28; number 2, O, carries -0.54; number 3, H, carries 0.23; number 4, N, carries -0.43; number 5, H, carries 0.21; number 6, S, carries 0.12; number 7, C, carries 0.42; number 8, H, carries 0.23

Formula: C32H73MnN2O24
Source: the OMol25 dataset
Level of theory: ωB97M-V/def2-TZVPD

XYZ file:
```
132
Properties=species:S:1:pos:R:3:forces:R:3
C 30.54007 -8.90849 -14.92192 0.6 0.9 0.4
H 20.96155 -0.62258 -14.05357 0.0 0.1 -0.3
H 24.01252 -9.43345 -16.35576 -1.6 0.8 3.9
H 26.91869 -6.43140 -18.51092 -0.3 0.0 -0.3
O 28.12665 -8.90965 -14.83494 0.8 -0.2 -0.1
O 21.01328 -6.81863 -16.49926 -0.1 -0.1 0.2
H 25.62846 -3.54107 -18.58824 -0.2 0.2 0.0
H 24.92036 -3.61360 -10.07981 -0.1 0.0 -0.1
C 28.94226 -7.24722 -10.02628 0.7 0.6 0.4
H 22.18360 -0.95826 -10.39570 -0.2 -0.4 0.3
H 29.89572 -6.48049 -16.29345 0.3 0.3 -0.2
O 25.19673 -3.04009 -12.32629 -0.2 -0.5 -0.3
H 25.23538 1.46047 -13.34985 -0.1 -0.1 -0.1
H 23.27544 -1.69407 -15.25693 -0.1 0.1 -0.3
C 22.33223 -6.56284 -16.05911 0.4 0.2 -0.3
H 28.48332 -7.03227 -7.98484 -0.2 -0.3 0.0
N 24.08423 -4.03765 -8.13030 -0.3 -0.2 0.0
H 29.25986 -7.26305 -14.24315 0.2 0.0 -0.3
H 29.32494 -8.62497 -13.17465 -0.2 -0.3 -0.1
C 26.09405 -6.38321 -13.18585 -0.8 2.1 -0.4
Mn 26.13898 -9.05881 -14.02184 1.0 0.9 -0.6
C 24.19184 -3.41713 -9.30826 0.3 0.4 0.5
H 30.16554 -6.99409 -8.15616 0.4 -0.2 -0.7
N 23.31776 -2.41068 -9.33110 -0.6 -0.6 0.3
H 27.98470 -5.63610 -15.02862 -0.1 0.3 0.0
O 23.18004 -6.17667 -18.33712 -2.5 0.9 1.7
O 25.95702 -1.37471 -17.15802 0.1 0.2 0.3
C 24.90387 -5.15083 -7.64769 1.4 -0.3 -0.5
O 24.68128 -2.94437 -15.04819 0.4 -0.1 1.0
H 28.12272 -2.28443 -10.51041 -0.2 0.1 -0.1
C 25.48164 0.40173 -13.45311 0.2 0.4 0.0
H 23.93434 -11.23232 -16.22972 -0.6 -0.2 0.2
H 23.27183 -6.45949 -7.25098 0.1 -0.3 0.2
H 24.20584 -0.83030 -18.17082 -0.2 -0.3 0.3
C 28.19481 -5.56942 -16.10681 0.1 -0.6 0.2
H 27.98602 -4.20985 -7.02046 0.1 0.2 0.3
H 23.07260 -7.96589 -17.47332 -1.6 2.3 3.2
C 23.57919 -10.27006 -14.37991 -0.2 -1.0 0.3
C 24.23459 -10.30452 -15.73787 -1.9 -3.1 5.8
H 24.63108 -9.10105 -19.34202 0.6 0.1 0.0
O 25.67981 -10.45853 -15.57364 -0.7 -0.4 1.4
C 25.11274 -7.17265 -18.56676 2.3 0.9 -1.4
O 29.41116 -8.88446 -8.27876 -0.4 0.3 -0.1
C 21.81502 -1.29799 -14.10317 0.1 -0.2 -0.3
O 22.46302 -1.17228 -15.35832 -0.2 -0.2 0.4
C 25.36091 -4.06974 -13.00927 0.3 2.1 0.9
H 24.84601 -7.30311 -7.29119 0.1 0.1 0.1
O 24.10144 -9.16784 -13.58524 -0.8 -0.6 -0.4
H 31.43658 -8.76524 -14.30812 -0.2 0.0 0.2
C 25.07353 -3.99914 -14.49654 -1.2 0.7 -1.1
H 21.70636 -1.83643 -7.99536 0.2 0.2 -0.2
H 30.45609 -9.98229 -15.10551 -0.3 0.1 -0.1
H 28.27789 -8.87367 -15.79226 -0.4 0.1 0.0
C 22.55968 -2.46117 -8.18977 -0.1 -0.3 0.7
C 27.49296 -4.38416 -16.73099 0.5 0.1 0.4
O 24.94194 -9.32071 -17.32094 2.9 3.4 -6.9
H 24.34229 -10.06424 -17.23294 0.9 -0.3 -3.5
H 23.46477 -5.26274 -18.11857 -0.5 0.2 -0.2
H 24.25667 -2.94552 -19.55260 0.1 -0.1 0.0
O 26.57182 -7.48355 -12.75831 0.0 -0.4 0.3
H 26.88917 0.37962 -15.15200 0.0 0.3 0.0
C 27.57244 -2.28544 -9.56549 1.0 0.4 -0.2
H 20.02319 -3.99453 -14.41537 -0.1 0.0 -0.1
H 27.82458 -4.37103 -9.17458 0.4 0.0 -0.4
C 24.47677 -8.53006 -18.41564 1.2 -2.0 -3.8
H 22.47658 -5.52204 -15.74798 -0.2 0.1 -0.1
C 23.04570 -3.47444 -7.42658 0.3 -0.1 -0.2
H 28.38796 -4.39178 -18.44067 -0.1 0.0 -0.1
H 24.03555 -6.80568 -8.77258 0.2 0.1 -0.1
H 28.54311 -9.24719 -8.50245 0.2 -0.2 0.1
O 27.47693 -4.51123 -18.14333 0.4 0.0 0.0
H 20.84679 -2.68965 -12.81223 0.3 0.0 0.2
H 27.20886 -0.72892 -13.82862 0.2 0.0 -0.2
O 20.38927 -3.17202 -14.74613 0.2 0.2 -0.1
H 25.48154 -1.67351 -16.36928 0.1 0.1 -0.1
H 22.22411 -3.36064 -13.76835 -0.1 -0.2 0.1
O 26.49666 -7.25369 -18.80397 0.8 -0.8 -0.1
H 24.69421 -0.10000 -14.02592 0.2 0.0 -0.2
O 25.49999 -0.12770 -12.12146 0.0 -0.2 -0.1
H 26.15854 -5.27766 -11.38539 0.0 0.3 0.1
H 26.02203 -10.89507 -16.36021 0.4 0.3 0.1
H 27.94512 -3.44926 -16.38839 0.2 0.1 -0.3
C 25.67110 -6.33574 -14.68775 -0.6 0.6 1.0
O 27.74496 1.24612 -13.49048 0.3 0.1 -0.2
H 26.52380 -2.39731 -9.83555 -0.1 -0.2 0.3
H 24.89515 -6.52941 -17.70262 2.9 -0.4 -2.0
H 26.46502 -4.35894 -16.37041 0.8 0.1 -0.7
C 25.88914 -5.22459 -12.43326 0.7 -2.7 -0.3
H 24.53816 -6.66546 -19.35133 1.4 -0.8 -0.6
C 23.16260 -1.43268 -10.38229 0.2 0.7 -1.0
H 29.66706 -7.77996 -10.65157 -0.2 -0.1 -0.2
H 24.10147 -3.42091 -16.78074 -0.2 0.3 0.0
O 27.82160 -1.02644 -8.97517 -0.1 0.0 0.0
C 24.72319 -2.92511 -18.56451 -0.2 0.8 -0.8
H 25.56356 -1.08518 -12.24973 0.0 0.0 0.2
H 23.32618 -1.92198 -11.34065 0.1 0.1 0.0
O 29.60636 -5.55700 -16.30478 -0.5 0.2 -0.2
C 25.08863 -1.47023 -18.27146 -0.1 -0.3 -0.3
H 25.82936 -5.09213 -8.22516 -0.2 -0.2 -0.3
O 27.60776 -7.66234 -10.18407 -0.5 -0.4 0.2
H 23.74045 -11.18636 -13.80907 0.1 0.0 0.1
H 27.97211 0.96244 -12.60015 -0.1 0.0 0.0
H 29.28045 -3.35845 -8.82544 0.0 0.0 0.1
H 23.39041 -8.40299 -18.34474 1.7 -1.7 -2.8
H 29.04100 -6.17497 -10.23176 0.1 0.0 -0.1
C 25.15476 -5.15942 -15.24034 0.3 -2.4 0.7
C 24.24585 -6.51797 -7.74175 -0.7 0.4 -0.2
H 27.76752 -6.48112 -16.54766 0.0 0.1 0.0
H 25.59896 -1.04612 -19.13907 0.3 -0.2 0.1
H 27.22854 -7.47302 -11.05988 0.4 -0.1 -0.1
C 26.88133 0.29486 -14.06590 -0.7 -0.7 0.5
H 25.30011 -4.93950 -6.65500 -0.6 0.2 0.2
H 22.50341 -10.18149 -14.53606 0.0 0.3 0.0
C 28.19144 -3.41657 -8.76947 -1.0 -0.3 0.2
C 29.32045 -8.35163 -14.23014 -0.1 -0.5 0.6
O 27.72891 -3.37046 -7.41481 0.0 0.0 -0.1
H 23.87421 -0.61288 -10.28009 0.2 -0.2 0.0
O 25.77480 -7.42973 -15.29657 0.0 -0.4 -0.1
C 23.31062 -6.94060 -17.16665 -4.6 1.0 3.8
H 27.31187 -0.95753 -8.16094 0.1 -0.1 0.0
H 24.88607 -5.20736 -16.28526 -0.1 0.3 0.2
H 24.31819 -7.00104 -16.73380 -1.7 -0.2 1.0
H 22.59403 -7.19219 -15.18976 0.0 0.0 0.0
H 23.37226 -8.75378 -13.11297 0.3 0.2 0.1
H 20.41698 -6.62544 -15.77054 -0.1 0.1 -0.1
H 22.79026 -3.89723 -6.47098 -0.2 0.3 0.0
C 29.29351 -7.50258 -8.56903 -0.4 0.4 0.6
O 30.70877 -8.14531 -16.11787 -0.1 -0.9 -0.3
C 21.33565 -2.71610 -13.79582 0.1 0.4 0.1
H 31.22573 -8.68714 -16.72562 0.0 0.4 -0.2
H 22.54026 -0.98610 -13.34319 -0.2 -0.1 0.4
O 23.73857 -3.45119 -17.68257 0.2 -0.5 0.3
```
Positions in Å, forces in eV/Å.

Properties
<S²>	8.75
total charge	+1
LUMO level (spin up / spin down)	-3.347 / -3.404	eV
spin multiplicity	6
frontier orbital gap (spin up / spin down)	7.23 / 7.18	eV
energy above the lowest of the compared OMol25 structures with the same formula, charge and spin	621.19	kJ/mol

Atomic partial charges in e from the Mulliken method, atoms 1 to 8: number 1, C, carries -0.87; number 2, H, carries 0.49; number 3, H, carries -0.40; number 4, H, carries 0.40; number 5, O, carries -0.32; number 6, O, carries -0.61; number 7, H, carries -0.18; number 8, H, carries 0.09

Formula: C18H29NOS
Source: the OMol25 dataset
Level of theory: ωB97M-V/def2-TZVPD

XYZ file:
```
50
Properties=species:S:1:pos:R:3:forces:R:3
C -2.06520 -1.52272 -0.53161 0.1 0.1 0.2
H -0.23964 4.03489 -0.42933 0.0 -0.1 0.0
C -2.01998 -4.46141 0.66180 0.0 0.1 0.0
H -1.49648 -6.53178 0.59530 0.0 -0.1 0.0
C -0.65561 -4.39241 3.06355 0.1 0.0 0.1
H -0.41086 -0.98482 -2.74232 -0.1 -0.1 -0.1
H 3.30996 1.87244 -1.48774 0.1 -0.1 0.0
H 1.30061 3.15532 -2.25079 0.0 -0.1 0.1
C 0.70971 0.70314 -2.02925 -0.1 -0.1 -0.2
H 2.03169 -1.32974 0.10162 0.0 -0.1 -0.1
H 0.81900 6.55183 1.10542 0.0 0.1 0.1
C 2.91431 2.70540 -0.91169 -0.3 0.0 -0.2
O 1.72023 -1.82678 -0.66224 0.6 0.3 0.0
H 0.21515 -2.61924 0.48967 0.0 0.0 -0.2
C -2.58965 -2.01935 0.82523 0.0 0.0 -0.2
H 0.69988 1.20527 -2.99993 0.0 0.0 0.0
C -0.73454 -5.57661 2.35214 0.1 -0.1 0.1
H -0.26716 -6.47183 2.73453 0.0 -0.1 0.0
H -3.65424 -2.23553 0.68938 0.0 0.1 0.1
H -2.56348 -4.49644 -0.27139 -0.1 0.0 -0.1
H -1.38516 0.36030 -2.13164 0.0 0.0 0.0
C -1.42252 -5.60822 1.15072 0.0 -0.1 -0.1
H 3.09200 2.52050 0.14561 0.1 0.0 0.1
H -1.18884 -2.32472 3.13383 0.0 0.1 0.0
H -0.30766 -0.39994 1.48515 -0.1 0.0 0.1
H 1.16657 3.99927 0.66956 -0.1 -0.1 0.1
H 0.64752 1.85030 1.08188 0.1 -0.1 0.0
C 0.70576 1.08009 0.30854 -0.2 0.0 0.1
H 1.67507 0.56431 0.42679 0.0 0.1 0.1
H -2.75097 -0.73758 -0.85976 0.0 0.0 -0.1
C -1.93261 -3.26091 1.35795 -0.1 0.0 0.2
C -0.45073 0.10106 0.52522 0.2 0.0 -0.1
N 0.59025 1.70857 -0.98913 -0.1 -0.1 0.0
C -0.48931 -0.23746 -1.95145 0.3 0.0 0.1
H 0.75743 7.75795 -0.20055 0.0 0.1 0.0
C 1.41826 2.88714 -1.19374 0.1 0.3 0.1
C -1.25246 -3.24552 2.56969 -0.1 0.0 0.0
H -2.51411 -1.22084 1.56384 -0.1 0.0 0.0
H 3.44506 3.60939 -1.19800 0.1 0.0 0.0
H 1.64217 0.12539 -1.94956 -0.1 0.1 -0.1
H -2.13375 -2.33528 -1.25753 -0.1 0.0 -0.1
C 0.84948 4.04634 -0.37324 0.1 0.4 -0.2
H -1.36753 0.69228 0.57953 -0.1 0.0 0.1
H -0.55663 6.56947 -0.03525 -0.1 0.1 0.1
S 1.42465 5.64479 -1.04103 -0.1 -0.1 0.1
C -0.63213 -0.94217 -0.58955 0.0 -0.1 -0.2
C 0.51036 6.74000 0.08052 0.2 -0.4 -0.3
H -0.12852 -4.36078 4.00624 0.0 0.0 0.1
C 0.35772 -2.12384 -0.47786 -0.6 -0.1 0.2
H 0.12306 -2.84775 -1.26373 -0.1 0.0 0.1
```
Positions in Å, forces in eV/Å.

Properties
total charge	0
LUMO level	0.742	eV
frontier orbital gap	9.07	eV
energy above the lowest of the compared OMol25 structures with the same formula, charge and spin	20.12	kJ/mol

Atomic partial charges in e from the natural (NBO) method, atoms 1 to 8: number 1, C, carries -0.37; number 2, H, carries 0.22; number 3, C, carries -0.17; number 4, H, carries 0.21; number 5, C, carries -0.20; number 6, H, carries 0.21; number 7, H, carries 0.21; number 8, H, carries 0.20

Formula: C4H28O10
Source: the OMol25 dataset
Level of theory: ωB97M-V/def2-TZVPD

XYZ file:
```
42
Properties=species:S:1:pos:R:3:forces:R:3
H 2.37995 -3.59609 -3.49248 0.0 -0.2 0.0
O 2.82686 7.06707 4.57722 0.0 0.2 0.1
H 2.72424 -2.62531 4.14504 0.2 0.1 0.1
H 3.62006 6.53932 4.66959 0.2 -0.1 0.0
O 4.92696 3.72569 -4.88083 0.1 0.2 0.0
H 2.40513 -3.47528 2.93358 0.1 -0.2 -0.3
H -3.10082 -2.27574 1.34619 -0.8 0.0 -0.1
H -0.47627 -4.70586 -3.60991 -0.7 -0.1 -0.2
C 0.52946 -4.87275 -3.22419 2.4 0.4 1.9
H -6.02035 3.57441 1.60204 -0.1 0.1 0.2
H -0.82452 -1.58221 5.26284 0.2 -0.1 -0.2
C 0.92330 2.74752 0.92418 -1.6 -1.1 0.0
C 1.29309 -3.51364 -3.48604 -1.1 -0.6 0.1
H 1.25680 2.09704 1.73274 0.2 0.0 0.7
H -2.70737 2.48600 -4.33856 0.1 -1.1 -0.6
O 0.58149 -5.21139 -1.87825 -0.7 0.5 -0.7
O 2.04054 -2.79209 3.49623 -0.3 0.1 0.1
H 0.98638 -2.84160 -2.68455 0.1 0.1 0.0
O -2.63657 2.97961 4.94743 -0.3 0.1 0.0
O -2.49683 3.28239 -3.84557 0.3 0.4 -0.8
H -2.35118 3.06431 -2.92209 0.6 -0.3 1.7
C 1.18909 -5.98384 -4.04075 -0.5 -0.6 -0.1
H -2.27416 2.31862 5.53732 0.1 -0.2 0.2
H -2.23857 2.78761 4.09833 0.2 0.0 -0.3
O -5.82905 3.07497 0.80819 -0.1 -0.1 -0.3
H 1.24238 -5.75997 -5.10617 -0.1 -0.1 -0.3
H 0.58163 -6.86978 -3.85584 -0.2 -0.2 -0.4
H 1.76098 2.66588 0.23156 0.0 -0.1 -0.9
H 4.55997 3.20112 -5.59243 0.0 -0.1 -0.2
H 2.31209 6.61202 3.91075 -0.2 -0.1 -0.2
H 0.94291 3.78068 1.27105 -0.1 0.4 0.2
O -1.22547 -1.30270 6.08586 -0.3 0.1 0.0
O -0.36369 2.29620 0.52309 0.8 0.5 -0.3
H 4.67363 3.25982 -4.08394 0.0 -0.1 0.3
H 0.91043 -3.12977 -4.43172 0.3 0.4 -0.3
H -3.25184 3.86944 -3.92885 -0.7 0.9 0.0
H -1.66862 -2.79096 0.84793 0.8 -1.1 -0.9
H -0.51660 -1.35233 6.72717 0.2 0.0 0.2
H 2.18034 -6.29603 -3.71198 0.2 0.6 0.3
H -4.87516 2.99599 0.79837 0.3 0.0 0.1
O -2.14817 -2.17140 1.40268 0.2 -0.1 0.9
H -1.84245 -1.27701 1.23479 0.4 1.3 -0.2
```
Positions in Å, forces in eV/Å.

Properties
total charge	0
LUMO level	-2.927	eV
frontier orbital gap	2.13	eV
energy above the lowest of the compared OMol25 structures with the same formula, charge and spin	1267.20	kJ/mol

Atomic partial charges in e from the natural (NBO) method, atoms 1 to 8: number 1, H, carries 0.19; number 2, O, carries -0.94; number 3, H, carries 0.47; number 4, H, carries 0.47; number 5, O, carries -0.94; number 6, H, carries 0.48; number 7, H, carries 0.56; number 8, H, carries 0.08

Formula: C2H6N2
Source: the OMol25 dataset
Level of theory: ωB97M-V/def2-TZVPD

XYZ file:
```
10
Properties=species:S:1:pos:R:3:forces:R:3
H 2.09102 -2.73752 3.20942 0.5 -0.8 0.7
C 0.58768 -3.97279 3.62220 2.9 -0.7 -1.3
N 1.14380 -2.83519 3.54556 -1.8 0.4 -0.4
H 1.23468 -4.93018 3.49046 -1.4 1.2 0.2
N -0.95839 4.61392 -3.61921 -1.2 -0.7 -1.5
C -0.94489 3.34058 -3.69389 1.1 0.3 2.7
H -0.48957 -4.04726 3.59277 -0.2 -0.1 0.8
H -0.60363 2.67834 -2.82616 -0.6 0.8 -0.7
H -0.87220 5.19976 -2.77133 0.6 -1.5 -0.2
H -1.18850 2.69035 -4.54980 0.1 1.1 -0.3
```
Positions in Å, forces in eV/Å.

Properties
total charge	0
LUMO level	1.275	eV
frontier orbital gap	10.77	eV
energy above the lowest of the compared OMol25 structures with the same formula, charge and spin	291.35	kJ/mol

Atomic partial charges in e from the natural (NBO) method, atoms 1 to 8: number 1, H, carries 0.35; number 2, C, carries -0.04; number 3, N, carries -0.62; number 4, H, carries 0.14; number 5, N, carries -0.63; number 6, C, carries -0.03; number 7, H, carries 0.17; number 8, H, carries 0.12

Formula: CH2ClOPS
Source: the OMol25 dataset
Level of theory: ωB97M-V/def2-TZVPD

XYZ file:
```
7
Properties=species:S:1:pos:R:3:forces:R:3
P -0.28260 0.61250 1.26320 0.1 0.5 0.9
H -0.04395 -0.45646 2.15247 0.2 0.0 0.4
O -0.53200 -0.29005 -0.04721 2.2 -0.8 -4.5
H -1.65144 0.61273 1.56031 -0.3 0.3 0.3
Cl 1.76503 0.81916 -0.94449 0.9 0.5 -0.2
S 0.19746 -1.08392 -2.62149 0.1 0.1 0.2
C 0.54750 -0.21396 -1.36278 -3.1 -0.5 3.0
```
Positions in Å, forces in eV/Å.

Properties
total charge	0
LUMO level	-0.734	eV
frontier orbital gap	8.54	eV
energy above the lowest of the compared OMol25 structures with the same formula, charge and spin	232.42	kJ/mol

Population analysis type natural (NBO), resulting atomic charges in e: number 1, P, carries 0.64; number 2, H, carries -0.07; number 3, O, carries -0.86; number 4, H, carries -0.05; number 5, Cl, carries 0.16; number 6, S, carries 0.21; number 7, C, carries -0.03